{
  "formula": "C43H36ClN2P2PtS",
  "method": "ωB97M-V/def2-TZVPD",
  "species": ["Pt", "Cl", "S", "P", "P", "N", "N", "C", "C", "C", "C", "C", "C", "C", "C", "C", "C", "C", "C", "C", "C", "C", "C", "C", "C", "C", "C", "C", "C", "C", "C", "C", "C", "C", "C", "C", "C", "C", "C", "C", "C", "C", "C", "C", "C", "C", "C", "C", "C", "C", "H", "H", "H", "H", "H", "H", "H", "H", "H", "H", "H", "H", "H", "H", "H", "H", "H", "H", "H", "H", "H", "H", "H", "H", "H", "H", "H", "H", "H", "H", "H", "H", "H", "H", "H", "H"],
  "positions_angstrom": [[-0.95552, -0.11004, -0.43181], [0.13274, 0.31572, 2.85206], [-1.97554, 2.11707, -0.56974], [-0.86246, -2.07236, 0.65062], [0.17014, 1.04672, -3.31683], [-0.80532, 4.26116, -1.52021], [0.51318, 2.98683, -0.11925], [-2.42729, 0.32874, -3.90612], [1.18141, -3.46479, -0.53949], [1.01957, -3.75760, 1.84879], [1.69807, 3.77870, -0.23215], [1.66902, 2.14992, -5.32903], [4.03420, 5.24522, -0.42597], [-1.17599, -0.16847, -3.53996], [-1.02288, -0.91436, 3.27627], [-1.02426, -1.54643, -3.39605], [-2.23611, -2.98008, -0.10213], [4.06056, 3.86896, -0.60501], [-1.42086, -1.90656, 2.38609], [0.98893, -0.16886, -0.87283], [2.89280, 3.12887, -0.51284], [2.38463, 2.19740, -6.51801], [-4.43160, -4.20470, -1.28403], [1.34763, 0.19071, -2.18801], [-2.39734, -1.82036, 5.02207], [-3.48708, -0.53057, -4.15136], [1.66418, 5.15045, -0.01563], [1.12905, -0.15429, -5.73163], [-2.08239, -2.40979, -3.63737], [-2.12513, -4.27285, -0.59739], [2.46672, 1.06704, -7.31595], [3.67518, -0.26269, -1.62588], [1.04254, 0.97443, -4.91880], [-2.31662, -2.86948, 2.87061], [2.11151, -4.61492, 1.80996], [2.72706, -4.90273, 0.60154], [1.83469, -0.10614, -6.92329], [2.25960, -4.32954, -0.57601], [1.97473, -0.50569, 0.04843], [-0.63602, 3.18689, -0.75470], [3.31338, -0.54472, -0.32040], [-3.31609, -1.90090, -4.01942], [-3.45337, -2.30042, -0.20265], [-1.50691, -0.85950, 4.57578], [2.69942, 0.11321, -2.53713], [-2.79694, -2.83676, 4.16656], [0.55108, -3.18202, 0.67293], [2.83916, 5.88194, -0.12829], [-4.54612, -2.90868, -0.79392], [-3.22709, -4.88268, -1.18467], [2.89895, 2.05527, -0.65831], [3.01584, 1.10056, -8.24771], [0.74103, 5.63594, 0.27400], [1.89134, -0.98578, -7.55120], [0.83456, -2.99198, -1.45018], [3.57659, -5.57207, 0.57568], [-0.03407, 4.87334, -1.73803], [2.99474, 0.36731, -3.54678], [4.99317, 3.36592, -0.82347], [-1.64281, 4.31219, -2.07442], [0.58472, 2.09250, 0.35210], [-5.28740, -4.68752, -1.73726], [-3.14293, -5.89465, -1.55854], [2.47660, -5.05787, 2.72666], [-2.77182, -1.77271, 6.03573], [2.81893, 6.95038, 0.03866], [-5.48667, -2.37930, -0.86538], [4.06006, -0.81627, 0.41480], [-3.48407, -3.60097, 4.50244], [-4.14331, -2.57187, -4.21229], [-1.19092, -4.81262, -0.51534], [-4.44766, -0.12875, -4.44705], [-2.64508, -3.66503, 2.21448], [4.70912, -0.31886, -1.93915], [-2.56925, 1.39872, -4.00290], [1.59570, 3.03645, -4.70861], [-1.17403, -0.06391, 5.22656], [-0.05423, -1.94736, -3.12721], [2.86739, 3.11681, -6.82184], [-3.56485, -1.30152, 0.21286], [4.94710, 5.81948, -0.50573], [2.74461, -4.54699, -1.51808], [1.70877, -0.76306, 1.06432], [0.54246, -3.54231, 2.79632], [0.63596, -1.07424, -5.44186], [-1.94522, -3.47840, -3.52886]],
  "multiplicity": 1,
  "max_force_ha_per_bohr": 0.0129,
  "mol_weight_g_mol": 905.3,
  "orbital_gap_ev": 7.13,
  "charge": 1
}

***

{
  "formula": "C43H36N9O6RbS5",
  "method": "ωB97M-V/def2-TZVPD",
  "species": ["Rb", "S", "S", "S", "S", "S", "O", "O", "O", "O", "O", "O", "N", "N", "N", "N", "N", "N", "N", "N", "N", "C", "C", "C", "C", "C", "C", "C", "C", "C", "C", "C", "C", "C", "C", "C", "C", "C", "C", "C", "C", "C", "C", "C", "C", "C", "C", "C", "C", "C", "C", "C", "C", "C", "C", "C", "C", "C", "C", "C", "C", "C", "C", "C", "H", "H", "H", "H", "H", "H", "H", "H", "H", "H", "H", "H", "H", "H", "H", "H", "H", "H", "H", "H", "H", "H", "H", "H", "H", "H", "H", "H", "H", "H", "H", "H", "H", "H", "H", "H"],
  "positions_angstrom": [[-0.98024, -1.71811, 2.10671], [-6.45773, 2.12046, 4.72520], [-7.79007, 3.20221, 7.17830], [-3.82131, -0.97949, 6.16977], [-5.76317, 1.01551, 7.24163], [-4.71538, 0.39323, 3.07212], [-3.78935, -2.48931, -1.25638], [4.56958, -3.60138, 5.03424], [5.04307, -5.44839, 3.89817], [2.68322, -1.95045, 5.10698], [6.31834, 8.13743, -4.49567], [0.78211, -1.46938, 4.01112], [-2.37670, -2.37749, -1.39169], [-0.84357, 1.13473, 0.79282], [1.05710, -3.70519, 2.47985], [3.28685, 2.75018, -2.42593], [0.59811, -0.84076, -0.38351], [-1.69410, -3.61596, -1.27520], [-2.74614, -4.09738, 0.83166], [1.47155, -4.83685, 1.90454], [2.09876, 4.36369, -1.48010], [-1.57597, 2.07237, 1.36376], [-4.25693, -1.65737, -0.16857], [1.58826, 3.13596, -1.11497], [-1.89943, -4.36272, -0.21463], [-0.48579, -1.33214, -4.41526], [-2.29240, -0.13422, 5.71432], [4.30085, -4.50770, 4.11948], [2.64053, -5.26774, 2.39778], [-2.19776, -6.22448, 1.86644], [-6.72489, 2.16473, 6.42275], [-0.82979, -1.98643, -3.24445], [1.79337, -2.15024, 4.23498], [5.89618, 5.76536, -4.21421], [5.59371, 7.10029, -3.99797], [0.95121, 0.42655, -0.64010], [-5.74563, -1.90581, -0.11218], [2.02878, 0.73463, -1.48876], [-1.38902, -0.49882, -5.06355], [-5.27875, 0.81983, 4.63653], [-0.30838, 3.83237, 0.36332], [-3.92527, -0.19341, -0.37108], [3.69157, 6.46251, -2.67711], [-1.34413, 3.44253, 1.17292], [-2.86193, -5.01540, 1.79519], [3.98140, 5.10962, -2.88053], [7.46106, 7.80806, -5.25802], [4.48565, 7.44481, -3.22723], [2.30738, 2.12460, -1.68768], [3.11446, 4.09694, -2.25983], [0.47719, 2.84847, -0.24988], [1.98653, -3.39117, 3.37139], [1.28434, -1.82088, -0.93189], [0.16775, 1.50168, -0.00835], [2.74634, -0.32048, -2.06326], [-1.11764, -5.58943, -0.18366], [5.08506, 4.78304, -3.65106], [-1.28859, -6.49552, 0.82061], [-4.97608, 0.29728, 5.85626], [-3.00965, -1.00298, -3.33844], [3.03181, -4.35611, 3.35411], [-2.65650, -0.36153, -4.51770], [2.37697, -1.61101, -1.78122], [-2.08782, -1.80132, -2.65506], [-4.36911, 0.18986, -1.29283], [-2.35778, -6.90291, 2.69193], [4.26745, 8.49416, -3.07074], [2.83081, 6.72052, -2.07382], [3.12642, -6.16966, 2.06245], [-4.01005, -0.91155, -2.95387], [-1.11965, 0.00953, -5.98172], [-5.94731, -2.97771, -0.06378], [6.75006, 5.46979, -4.80720], [-1.45825, -0.80303, 5.93008], [-4.33935, 0.38503, 0.45694], [-2.29545, 0.10140, 4.65320], [-6.24382, -1.49309, -0.99558], [5.34932, 3.74757, -3.83155], [0.50398, -1.49268, -4.83230], [-2.39955, 1.74220, 1.99567], [3.99747, 2.30044, -2.97085], [0.94049, -2.82682, -0.70427], [3.58477, -0.12192, -2.72258], [-1.98505, 4.16267, 1.66534], [-2.18614, 0.78010, 6.29689], [-0.14560, -2.67153, -2.77397], [-3.55319, -4.74650, 2.59449], [-6.15370, -1.42276, 0.77825], [7.19298, 7.24254, -6.15432], [8.17919, 7.23096, -4.66946], [-3.80290, -2.05175, 0.74473], [-2.84734, -0.02807, -0.41078], [7.91257, 8.75108, -5.55106], [-3.39755, 0.25349, -5.01787], [-0.45775, -5.78186, -1.02315], [0.84775, -5.27818, 1.23988], [-0.72015, -7.42192, 0.81167], [-0.08360, 4.87671, 0.18539], [3.81840, -2.87178, 5.08287], [2.90269, -2.45628, -2.20593]],
  "multiplicity": 1,
  "max_force_ha_per_bohr": 0.0190,
  "mol_weight_g_mol": 1020.6,
  "orbital_gap_ev": 4.72,
  "charge": -2
}

***

LUMO energy values, unit eV, following the record order: -3.256 2.591.
Energy above the lowest of the compared OMol25 structures with the same formula, charge and spin values, unit kcal per mole, following the record order: 18.2 6.0.